Arrangement i

Entry from the Open Molecules 2025 dataset: 2 unconnected molecules or ions with the total composition C2H5NO2Si (ωB97M-V/def2-TZVPD).

The value obtained for the HOMO-LUMO gap is 10.1 eV. The total charge is 0. The SMILES is O=[SiH2].CN=C=O.

Last column: natural (NBO) charge in e.
Element x y z (Å)
1 C 0.0374 -1.5851 0.1001  0.848
2 C -1.7843 0.1841 0.2318  -0.414
3 N -0.9427 -0.8908 0.1224  -0.518
4 O 0.9554 -2.2708 0.0878  -0.561
5 O 1.9272 1.3965 0.4597  -1.144
6 Si 2.7569 0.2568 -0.0790  1.626
7 H -2.0887 0.4120 1.2974  0.206
8 H -2.6257 -0.0990 -0.3894  0.218
9 H -1.1813 1.0027 0.0507  0.230
10 H 3.6219 -0.2785 0.9960  -0.261
11 H 2.9003 -0.6458 -1.1165  -0.231

***

Arrangement ii

Entry from the Open Molecules 2025 dataset: 2 unconnected molecules or ions with the total composition C2H5NO2Si (ωB97M-V/def2-TZVPD).

The value obtained for the HOMO-LUMO gap is 10.2 eV. The total charge is 0. The SMILES is O=[SiH2].N#CCO.

Last column: natural (NBO) charge in e.
Element x y z (Å)
1 C 0.0437 -0.9170 -1.5336  0.236
2 C -1.2466 -1.6296 -1.8349  -0.175
3 N 1.0873 -0.4666 -1.4311  -0.308
4 O -2.5002 -0.9014 -1.9217  -0.663
5 O 0.3737 1.5934 3.1549  -1.128
6 Si 1.7866 2.1034 3.2339  1.604
7 H -2.1702 -0.1870 -2.5598  0.472
8 H -1.1679 -2.3205 -1.0250  0.226
9 H -1.1221 -2.2151 -2.8078  0.212
10 H 2.1509 2.6543 4.5352  -0.244
11 H 2.7647 2.2862 2.1900  -0.231

***

Short version: arrangement ii is the least stable of them.

***

Arrangement i

Entry from the Open Molecules 2025 dataset: C13H24O in the gas phase (ωB97M-V/def2-TZVPD).

The value obtained for the HOMO-LUMO gap is 10.0 eV. The total charge is 0. The SMILES is CCCC[C@H]1O[C@]2(C)CC[C@H]1[C@@H](C)C2.

Last column: natural (NBO) charge in e.
Element x y z (Å)
1 O -0.7124 -0.4576 1.0445  -0.586
2 C -3.4730 0.6250 -3.8986  -0.602
3 C -2.2857 0.7848 -2.8075  -0.387
4 C -2.0340 -0.4429 -2.0309  -0.401
5 C -0.5465 -0.6301 3.4491  -0.634
6 C 0.7988 1.1466 2.2022  -0.444
7 C 3.4319 -0.6827 0.5791  -0.599
8 C 1.4273 -1.2621 1.8204  -0.417
9 C 1.4448 1.6106 0.9218  -0.427
10 C -0.5498 -0.5846 -1.5470  -0.421
11 C 0.2459 -0.3081 2.1922  0.295
12 C 1.9252 -0.8322 0.4438  -0.252
13 C 1.2551 0.4791 -0.1030  -0.209
14 C -0.2878 0.1314 -0.2466  0.111
15 H -3.1643 -0.1030 -4.6085  0.203
16 H -3.6679 1.6399 -4.2188  0.210
17 H -4.3597 0.1839 -3.4160  0.200
18 H -1.3482 0.9856 -3.2769  0.187
19 H -2.5316 1.6412 -2.1865  0.194
20 H -2.7503 -0.4870 -1.2621  0.211
21 H -2.2624 -1.3488 -2.6262  0.193
22 H -0.1047 -0.3191 4.3760  0.216
23 H -1.6270 -0.3146 3.4504  0.233
24 H -0.5543 -1.6979 3.4724  0.214
25 H 1.4302 1.2602 3.1511  0.208
26 H -0.0800 1.7738 2.4716  0.214
27 H 3.7660 -0.2328 1.5208  0.203
28 H 3.7459 -0.1083 -0.2845  0.208
29 H 3.8321 -1.7725 0.6520  0.211
30 H 1.0323 -2.3746 1.7339  0.218
31 H 2.1994 -1.2568 2.6826  0.208
32 H 0.9981 2.5793 0.5669  0.212
33 H 2.4887 1.7339 1.2233  0.213
34 H -0.4565 -1.6589 -1.3934  0.217
35 H 0.2307 -0.2169 -2.3721  0.210
36 H 1.7024 -1.5309 -0.3042  0.210
37 H 1.6494 0.9456 -1.0325  0.219
38 H -0.8080 1.1018 -0.3391  0.160

***

Arrangement ii

Entry from the Open Molecules 2025 dataset: C13H24O in the gas phase (ωB97M-V/def2-TZVPD).

The value obtained for the HOMO-LUMO gap is 9.5 eV. The total charge is 0. The SMILES is CCCC[C@@H](O)[C@@H]1CCC(C)=C[C@H]1C.

Last column: natural (NBO) charge in e.
Element x y z (Å)
1 O -1.5197 0.7912 -1.1294  -0.725
2 C -0.5207 -3.0660 -0.6087  0.039
3 C 0.3384 -2.6610 0.3643  -0.219
4 C -1.2592 -4.3646 -0.4049  -0.634
5 C 0.1032 4.7547 1.2588  -0.616
6 C -0.7170 -2.1947 -1.8503  -0.452
7 C -0.8031 3.7365 2.0137  -0.391
8 C -1.1727 2.6496 1.0602  -0.393
9 C 0.4160 -1.1269 -2.0469  -0.387
10 C 2.6677 -1.7295 0.1715  -0.601
11 C -0.0001 1.8025 0.4995  -0.424
12 C 0.7183 -0.3318 -0.7597  -0.236
13 C 1.1653 -1.3972 0.3331  -0.244
14 C -0.5129 0.4796 -0.1881  0.125
15 H -1.2068 1.4658 -1.7703  0.463
16 H 0.4442 -3.3086 1.2147  0.196
17 H -1.0726 -4.7994 0.5813  0.214
18 H -0.9471 -5.1208 -1.1628  0.211
19 H -2.3278 -4.2187 -0.5262  0.212
20 H 0.2241 5.6776 1.8986  0.209
21 H 1.1038 4.3127 1.1544  0.204
22 H -0.2994 5.0414 0.2970  0.203
23 H -1.6999 -1.7066 -1.7792  0.228
24 H -0.7819 -2.7891 -2.7671  0.211
25 H -0.3243 3.3293 2.9551  0.198
26 H -1.7560 4.2218 2.3126  0.201
27 H -1.6919 3.0845 0.1965  0.198
28 H -1.8616 1.9536 1.5881  0.201
29 H 0.1069 -0.4641 -2.8686  0.207
30 H 1.3200 -1.6554 -2.4096  0.205
31 H 2.8204 -2.4360 -0.6617  0.207
32 H 3.0187 -2.1961 1.0696  0.209
33 H 3.2754 -0.8435 -0.0255  0.204
34 H 0.5168 2.4143 -0.2210  0.190
35 H 0.6859 1.5040 1.2870  0.203
36 H 1.5376 0.3240 -0.9751  0.201
37 H 0.9902 -0.9753 1.3216  0.202
38 H -0.9781 -0.1580 0.5777  0.179

***

Short version: arrangement i is the least stable of them.

***

Arrangement i

Entry from the Open Molecules 2025 dataset: C17H23N3O3 in the gas phase (ωB97M-V/def2-TZVPD).

The value obtained for the HOMO-LUMO gap is 8.8 eV. The total charge is 0. The SMILES is CC[C@H](C)[C@H](N)C(=O)N[C@@H](Cc1c[nH]c2ccccc12)C(=O)O.

Last column: natural (NBO) charge in e.
Element x y z (Å)
1 C 0.8124 1.7924 -0.0514  -0.141
2 C 0.8408 0.8550 1.2003  0.705
3 C 2.2315 1.7846 -0.7403  -0.212
4 C 3.3229 2.1825 0.2179  -0.627
5 C 2.6363 0.6662 -1.7620  -0.384
6 C 2.8813 -0.7557 -1.2149  -0.609
7 C -0.9483 -0.1625 2.6641  -0.149
8 C -0.2432 -0.4514 3.9894  0.790
9 C -1.2924 -1.4887 1.8973  -0.434
10 C -2.1944 -1.3828 0.7480  -0.122
11 C -3.5652 -1.2569 0.8682  -0.029
12 C -1.8827 -1.4077 -0.6543  -0.062
13 C -3.1104 -1.3254 -1.3291  0.132
14 C -0.6923 -1.4882 -1.3826  -0.211
15 C -3.1885 -1.4232 -2.7525  -0.243
16 C -0.7219 -1.6338 -2.7464  -0.238
17 C -1.9780 -1.5380 -3.3973  -0.206
18 H -0.2572 3.2265 0.9729  0.361
19 H 0.3240 3.7536 -0.5077  0.366
20 H 0.0238 1.3666 -0.7176  0.195
21 H 2.1595 2.6670 -1.4439  0.197
22 H 4.1563 2.6218 -0.3690  0.202
23 H 3.7916 1.4237 0.9024  0.223
24 H 2.9416 2.9525 0.8335  0.228
25 H 1.9099 0.6022 -2.6128  0.198
26 H 3.5560 1.0043 -2.2404  0.207
27 H 2.1132 -1.2742 -0.7211  0.198
28 H 3.7429 -0.7680 -0.5242  0.210
29 H 3.2693 -1.2539 -2.0741  0.205
30 H -1.0749 1.1837 1.1570  0.396
31 H -1.9332 0.2602 2.9658  0.232
32 H -1.6787 -2.1587 2.6976  0.256
33 H -0.3818 -1.9220 1.4648  0.220
34 H -4.2664 -1.2912 1.6971  0.220
35 H -5.0657 -1.0706 -0.6626  0.411
36 H 0.2764 -1.5252 -0.8353  0.212
37 H -4.1363 -1.5057 -3.2789  0.218
38 H 0.1636 -1.8139 -3.3669  0.222
39 H -2.0170 -1.5806 -4.4790  0.210
40 H 1.4819 0.1857 3.3892  0.515
41 N 0.5331 3.2183 0.3372  -0.833
42 N -0.3779 0.8798 1.8309  -0.632
43 N -4.1053 -1.1719 -0.4304  -0.519
44 O 1.8146 0.2056 1.5052  -0.627
45 O -0.8804 -1.1418 4.7694  -0.584
46 O 1.0091 -0.0403 4.1867  -0.668

***

Arrangement ii

Entry from the Open Molecules 2025 dataset: 4 unconnected molecules or ions with the total composition C17H23N3O3 (ωB97M-V/def2-TZVPD).

The value obtained for the HOMO-LUMO gap is 7.5 eV. The total charge is 0.

Last column: natural (NBO) charge in e.
Element x y z (Å)
1 C 2.7605 0.1620 -0.3601  -0.126
2 C 1.2004 0.0239 -0.2456  0.698
3 C 3.5287 -0.6953 0.7283  -0.258
4 C 3.2614 -2.1485 0.7576  -0.622
5 C 5.0651 -0.3785 0.6063  -0.481
6 C 5.6261 -0.3850 -0.9166  -0.652
7 C -0.8774 1.2542 -0.4240  -0.158
8 C -1.4940 2.6781 -0.7267  0.782
9 C -1.5782 0.8388 0.8982  -0.431
10 C -3.0121 0.7023 0.8405  -0.110
11 C -4.0934 1.4700 1.1783  -0.003
12 C -3.5691 -0.3408 0.0488  -0.146
13 C -4.9040 -0.3307 0.2372  0.193
14 C -2.9782 -1.4546 -0.5970  -0.179
15 C -5.8297 -1.2870 -0.2546  -0.250
16 C -3.8288 -2.5894 -0.8944  -0.247
17 C -5.2689 -2.4009 -0.8210  -0.221
18 H 3.4572 1.9768 0.5066  0.388
19 H 3.5400 2.0303 -1.3646  0.405
20 H 2.9710 -0.2627 -1.3073  0.212
21 H 3.2459 -0.2632 1.6449  0.210
22 H 2.1961 -2.4596 1.0009  0.257
23 H 3.6170 -2.7699 -0.1517  0.212
24 H 3.7722 -2.5393 1.6225  0.212
25 H 5.6876 -1.2432 1.2222  0.231
26 H 5.4488 0.6934 1.1848  0.224
27 H 6.1173 1.1209 -1.6223  0.230
28 H 6.9885 -1.1416 -0.5283  0.230
29 H 4.6334 -1.2795 -1.7118  0.234
30 H 1.0354 1.8937 -0.8169  0.424
31 H -1.3698 0.7827 -1.2254  0.231
32 H -1.0654 -0.0876 1.0673  0.248
33 H -1.3332 1.5736 1.6547  0.220
34 H -4.2429 2.3462 1.8941  0.212
35 H -5.9794 1.4497 0.7477  0.411
36 H -1.7973 -1.4123 -0.5692  0.232
37 H -7.0004 -1.3323 -0.1877  0.225
38 H -3.4957 -3.5009 -1.3968  0.218
39 H -6.0135 -3.1921 -1.0696  0.211
40 H -0.0685 3.3286 0.4045  0.493
41 N 3.0527 1.6419 -0.4419  -0.914
42 N 0.5688 1.2316 -0.1907  -0.657
43 N -5.2192 0.7518 0.9209  -0.547
44 O 0.7152 -1.0211 0.0077  -0.596
45 O -2.4258 2.9878 -1.4921  -0.566
46 O -1.0443 3.5778 0.1424  -0.680

***

Short version: arrangement ii is the least stable of them.

***

Arrangement i

Entry from the Open Molecules 2025 dataset: 2 unconnected molecules or ions with the total composition C9H16N3O (ωB97M-V/def2-TZVPD).

The value obtained for the HOMO-LUMO gap is 8.6 eV. The total charge is +1.

Last column: natural (NBO) charge in e.
Element x y z (Å)
1 C 2.8469 0.9477 0.1315  -0.693
2 C 1.4139 1.4944 0.0610  -0.077
3 C 0.8025 2.0463 1.1848  -0.201
4 C 0.6462 1.4972 -1.1140  -0.211
5 C -0.5832 2.1359 1.4039  -0.332
6 C -0.7228 1.6124 -0.9431  -0.276
7 C -1.3757 1.9447 0.2171  0.290
8 O -2.6869 1.7306 0.1396  -0.633
9 H 2.8717 -0.0890 -0.3571  0.238
10 H 3.2866 1.4631 0.9367  0.258
11 H 1.4425 2.3991 2.0958  0.229
12 H 1.1888 1.3756 -2.0173  0.228
13 H -0.8839 2.6051 2.3053  0.235
14 H -1.5116 1.5256 -1.7831  0.237
15 H -2.8820 1.8881 1.0875  0.483
16 H 3.5653 1.2973 -0.7008  0.239
17 C 0.0332 -2.0444 -1.8928  -0.452
18 C -0.7897 -1.8360 0.3727  0.707
19 N -0.0953 -1.2851 -0.6516  -0.507
20 N -1.5385 -3.0685 0.2138  -0.795
21 N -0.6503 -1.3303 1.6448  -0.755
22 H 0.5706 -0.7488 -0.4237  0.400
23 H -2.1223 -3.3662 -0.5512  0.434
24 H -2.1044 -3.2289 1.0579  0.402
25 H 0.0231 -0.6561 1.8361  0.426
26 H -0.9292 -1.8253 2.4482  0.418
27 H -0.9564 -2.2032 -2.3366  0.228
28 H 0.7153 -2.9785 -1.7263  0.238
29 H 0.4259 -1.3027 -2.6389  0.245

***

Arrangement ii

Entry from the Open Molecules 2025 dataset: a gas-phase ion, C9H16N3O (charge +1) (ωB97M-V/def2-TZVPD).

The value obtained for the HOMO-LUMO gap is 8.6 eV. The total charge is +1. The SMILES is CCN(CCn1cc[nH+]c1)C(C)=O.

Last column: natural (NBO) charge in e.
Element x y z (Å)
1 C 3.4494 -0.3909 -0.3450  -0.669
2 C 2.5911 -0.4365 1.0504  -0.236
3 N 1.0913 -0.3471 0.8909  -0.541
4 C 0.5567 -1.2112 -0.2269  -0.233
5 C -0.9043 -1.9340 0.1475  -0.243
6 N -1.9680 -0.8630 0.0195  -0.368
7 C -2.7018 -0.5127 -1.2912  -0.062
8 C -3.7048 0.7256 -0.8977  -0.030
9 N -3.5539 1.0693 0.5684  -0.534
10 C -2.5102 0.0846 1.0666  0.276
11 C 0.7187 1.1098 0.7522  0.697
12 C 0.7999 2.0294 -0.6002  -0.760
13 O 0.3164 1.7369 1.8915  -0.563
14 H 2.9812 0.3037 -1.1761  0.222
15 H 3.5135 -1.5176 -0.7328  0.218
16 H 4.5558 -0.0495 -0.0543  0.250
17 H 2.8579 -1.3501 1.7575  0.233
18 H 2.9180 0.5311 1.6693  0.233
19 H 0.3741 -0.6594 -1.2433  0.205
20 H 1.2744 -2.1303 -0.4836  0.246
21 H -1.1079 -2.7896 -0.6600  0.251
22 H -0.8755 -2.4788 1.1847  0.267
23 H -2.5580 -1.0164 -2.3456  0.296
24 H -4.4324 1.3287 -1.5926  0.287
25 H -3.9932 1.7993 1.1717  0.484
26 H -2.0671 0.0124 2.1543  0.299
27 H 1.8495 2.5661 -0.6075  0.277
28 H 0.5284 1.4842 -1.5983  0.233
29 H 0.0009 2.9062 -0.4693  0.265

***

Short version: arrangement ii is the least stable of them.

***

Arrangement i

Entry from the Open Molecules 2025 dataset: 2 unconnected molecules or ions with the total composition C4H12NO3 (ωB97M-V/def2-TZVPD).

The value obtained for the HOMO-LUMO gap is 6.5 eV. The total charge is -1.

Last column: natural (NBO) charge in e.
Element x y z (Å)
1 C -0.1076 -1.7405 -0.2609  -0.426
2 N 0.9184 -0.6684 -0.2026  -0.672
3 C 0.4104 0.4735 0.5796  -0.147
4 C -0.5636 1.3246 -0.1889  -0.086
5 O -1.9814 1.1536 0.0528  -0.758
6 C 0.0421 -0.0124 2.1292  -0.015
7 O 0.8601 -1.0355 2.3606  -0.955
8 H -0.6503 -1.6896 0.6724  0.208
9 H -0.7700 -1.4255 -1.0748  0.152
10 H 0.3280 -2.7095 -0.4680  0.189
11 H 1.7383 -0.9852 0.2993  0.387
12 H 1.3354 1.0266 0.7717  0.188
13 H -0.4783 2.3696 0.1350  0.165
14 H -0.4389 1.3466 -1.2712  0.162
15 H -2.1865 0.2414 0.2776  0.462
16 H 0.1654 0.8176 2.8430  0.110
17 H -1.0683 -0.2018 1.9809  0.046
18 H 0.0893 0.6164 -3.2285  0.464
19 H 1.3410 0.2923 -2.3244  0.505
20 O 1.0164 0.8062 -3.0826  -0.981

***

Arrangement ii

Entry from the Open Molecules 2025 dataset: a molecular structure, C4H12NO3 (ωB97M-V/def2-TZVPD).

The value obtained for the HOMO-LUMO gap is 7.3 eV. The total charge is -1.

Last column: natural (NBO) charge in e.
Element x y z (Å)
1 C 1.7624 -0.5847 0.1848  -0.095
2 O 1.9910 -1.0673 1.4769  -0.874
3 C 0.5257 0.2523 0.3712  -0.088
4 C -0.6474 -0.8279 0.5119  0.127
5 C -0.9830 -1.3605 -0.9082  -0.664
6 O -0.2647 -1.7239 1.4895  -0.836
7 N 0.2855 1.3220 -0.6753  -0.912
8 H 1.6708 -1.3641 -0.5391  0.140
9 H 2.6624 -0.0084 -0.0015  0.135
10 H 0.4748 0.8267 1.3132  0.183
11 H -1.5737 -0.3179 0.8530  0.116
12 H -1.6378 -0.6645 -1.4131  0.172
13 H -0.1766 -1.1999 -1.6161  0.195
14 H -1.4095 -2.3505 -0.8098  0.219
15 H 0.8645 -1.5172 1.6800  0.480
16 H -0.4183 1.0116 -1.3273  0.349
17 H 1.1291 1.7094 -1.0593  0.364
18 H -0.7837 2.6017 0.5663  0.493
19 H -1.8425 2.2891 -0.3692  0.459
20 O -1.6291 2.9740 0.2724  -0.963

***

Short version: arrangement i is the least stable of them.

***

Arrangement i

Entry from the Open Molecules 2025 dataset: 3 unconnected molecules or ions with the total composition CH6N2O (ωB97M-V/def2-TZVPD).

The value obtained for the HOMO-LUMO gap (spin up / spin down) is 8.7 / 8.0 eV. The total charge is 0.

Last column: natural (NBO) charge in e.
Element x y z (Å)
1 C 0.7239 -2.3570 0.9507  -0.221
2 N 0.6851 -0.2346 0.9924  -0.113
3 N -1.0721 1.7664 -1.3907  -1.129
4 O 1.0849 0.3458 1.9959  -0.307
5 H 1.5980 -2.9422 1.2846  0.157
6 H 0.3645 -2.3676 -0.0398  0.125
7 H -0.1909 -0.0749 0.5058  0.354
8 H -0.2008 2.0187 -0.9471  0.377
9 H -1.1055 1.6978 -2.4092  0.382
10 H -1.8872 2.1477 -0.9426  0.374

***

Arrangement ii

Entry from the Open Molecules 2025 dataset: a molecular structure, CH6N2O (ωB97M-V/def2-TZVPD).

The value obtained for the HOMO-LUMO gap is 9.8 eV. The total charge is 0.

Last column: natural (NBO) charge in e.
Element x y z (Å)
1 C -0.0431 -0.8190 -0.6010  0.075
2 N 0.2588 1.1430 0.6839  -0.668
3 N -0.5894 0.0696 0.4595  -0.421
4 O -0.2637 -0.2056 -1.8305  -0.714
5 H 1.0188 -0.8694 -0.3276  0.124
6 H -0.7093 -1.6107 -0.5175  0.183
7 H -0.1405 1.5018 1.6056  0.369
8 H 1.3015 0.8797 0.8195  0.315
9 H -0.6418 -0.8267 1.3871  0.258
10 H -0.1913 0.7373 -1.6790  0.480

***

Short version: arrangement i is the least stable of them.